The following is a DFT calculation (the ωB97M-V functional and the def2-TZVPD basis) of one molecule with the formula C5H6NP at a distorted geometry.

Last column: natural (NBO) charge in e.
Geometry (Å):
H: 3.342 -0.141 0.621  -0.08
P: 2.362 -0.383 -0.259  0.78
N: 1.512 0.658 0.507  -0.84
C: -0.171 0.993 0.357  -0.12
C: -0.629 0.815 -1.003  -0.23
C: -1.003 -0.493 -1.161  -0.21
C: -0.999 -1.122 0.174  -0.23
C: -0.665 -0.196 1.113  -0.20
H: -0.185 1.910 0.966  0.24
H: -0.796 1.686 -1.563  0.22
H: -1.048 -1.014 -2.093  0.22
H: -1.324 -2.236 0.254  0.22
H: -0.394 -0.477 2.088  0.22

The total energy comes out at -16056.816 eV. As for the highest occupied orbital energy: -8.45 eV. For the orbital gap, the calculation gives 8.171 eV. As for the energy above the lowest of the compared OMol25 structures with the same formula, charge and spin: 78.6 kcal/mol.


The following is a DFT calculation (the ωB97M-V functional and the def2-TZVPD basis) of a 2-piece molecular cluster, C2H7N3O overall at a distorted geometry.

Last column: natural (NBO) charge in e.
Geometry (Å):
H: 1.221 1.103 -2.305  0.35
N: 0.868 0.709 -1.446  -0.79
C: 1.104 -0.551 -1.418  0.31
N: 1.067 -1.406 -0.386  -0.83
H: 1.420 -1.033 -2.360  0.13
H: 1.691 -2.172 -0.266  0.40
H: 0.611 -1.037 0.457  0.42
N: -1.376 1.275 0.834  -0.91
C: -1.260 0.331 1.819  0.57
O: -0.626 -0.693 1.716  -0.57
H: -0.558 1.609 0.349  0.43
H: -2.242 1.330 0.329  0.40
H: -1.919 0.536 2.676  0.11

The total energy comes out at -8704.717 eV. As for the highest occupied orbital energy: -8.98 eV. For the orbital gap, the calculation gives 10.044 eV. As for the energy above the lowest of the compared OMol25 structures with the same formula, charge and spin: 36.0 kcal/mol.


The following is a DFT calculation (the ωB97M-V functional and the def2-TZVPD basis) of a 13-piece molecular cluster, C25H51Br24IO2P overall at a distorted geometry.

Last column: Löwdin charge in e.
Geometry (Å):
O: 5.206 -5.120 3.186  -0.12
C: 4.808 -3.943 3.068  -0.94
O: 5.438 -2.881 2.976  -0.11
P: 2.933 -3.773 3.020  0.65
I: 0.147 -3.525 3.031  0.02
H: 2.639 -5.007 3.577  -0.05
H: 2.801 -3.670 1.646  -0.04
H: 2.855 -2.572 3.709  -0.04
Br: -3.314 -4.514 4.059  0.58
C: -4.323 -2.925 4.527  -0.69
C: -4.791 -2.178 3.307  -0.72
Br: -3.356 -1.194 2.457  0.64
H: -3.681 -2.316 5.157  0.04
H: -5.182 -3.271 5.098  0.06
H: -5.541 -1.438 3.580  0.05
H: -5.199 -2.848 2.556  0.01
Br: -3.472 1.394 -2.634  0.61
C: -2.833 -0.434 -2.443  -0.68
C: -2.460 -0.759 -1.023  -0.73
Br: -0.771 0.035 -0.489  0.61
H: -1.997 -0.539 -3.126  0.05
H: -3.657 -1.066 -2.767  0.06
H: -2.327 -1.833 -0.908  0.06
H: -3.206 -0.413 -0.316  -0.02
Br: 9.779 -4.254 2.701  0.58
C: 8.301 -4.794 3.862  -0.70
C: 8.824 -5.426 5.124  -0.73
Br: 9.465 -7.247 4.794  0.61
H: 7.661 -5.449 3.281  0.04
H: 7.740 -3.887 4.067  0.02
H: 8.028 -5.532 5.854  0.01
H: 9.645 -4.873 5.571  -0.01
Br: -5.435 6.244 -4.647  0.59
C: -4.089 5.035 -3.920  -0.72
C: -3.045 4.663 -4.930  -0.73
Br: -3.688 3.363 -6.218  0.62
H: -4.626 4.173 -3.535  0.02
H: -3.627 5.579 -3.099  -0.02
H: -2.203 4.186 -4.432  0.05
H: -2.694 5.520 -5.493  -0.03
Br: 0.251 4.356 -6.778  0.64
C: 0.449 6.173 -7.437  -0.69
C: 0.732 7.161 -6.337  -0.69
Br: -0.852 7.565 -5.284  0.64
H: -0.464 6.409 -7.974  0.05
H: 1.287 6.146 -8.130  0.06
H: 1.052 8.108 -6.766  -0.03
H: 1.480 6.797 -5.640  0.06
Br: -0.300 11.312 -6.718  0.62
C: 1.196 12.205 -7.571  -0.70
C: 1.773 11.369 -8.684  -0.69
Br: 2.789 9.869 -7.986  0.66
H: 1.926 12.402 -6.793  0.05
H: 0.813 13.143 -7.965  0.06
H: 2.466 11.950 -9.286  0.06
H: 0.998 10.949 -9.317  0.05
Br: -5.014 1.513 -9.721  0.60
C: -5.918 3.154 -9.207  -0.72
C: -6.498 3.881 -10.390  -0.70
Br: -5.139 4.781 -11.447  0.60
H: -5.190 3.752 -8.670  -0.01
H: -6.713 2.855 -8.528  0.06
H: -7.174 4.662 -10.051  0.06
H: -7.018 3.210 -11.066  0.05
Br: 6.879 -3.116 6.827  0.73
C: 7.344 -3.432 8.676  -0.69
C: 8.672 -2.818 9.032  -0.69
Br: 10.158 -3.830 8.278  0.64
H: 7.353 -4.509 8.819  0.05
H: 6.548 -2.994 9.274  0.06
H: 8.823 -2.827 10.109  0.05
H: 8.768 -1.806 8.653  0.05
Br: 5.353 -10.110 4.560  0.61
C: 7.266 -10.183 4.249  -0.74
C: 7.742 -11.586 3.984  -0.70
Br: 7.816 -12.672 5.597  0.58
H: 7.740 -9.742 5.118  0.01
H: 7.452 -9.554 3.382  0.05
H: 8.759 -11.568 3.599  0.06
H: 7.093 -12.112 3.291  0.05
Br: 0.620 -5.744 6.992  0.60
C: -0.980 -4.739 7.423  -0.71
C: -0.988 -3.383 6.768  -0.75
Br: 0.207 -2.134 7.658  0.59
H: -1.033 -4.674 8.505  0.04
H: -1.813 -5.329 7.044  0.04
H: -1.981 -2.942 6.840  0.04
H: -0.673 -3.428 5.728  -0.09
Br: -3.287 8.021 -1.740  0.63
C: -4.703 7.265 -0.652  -0.69
C: -4.160 6.468 0.506  -0.69
Br: -3.446 4.758 -0.073  0.64
H: -5.305 6.650 -1.315  0.04
H: -5.292 8.109 -0.301  0.06
H: -4.957 6.239 1.209  0.06
H: -3.356 6.988 1.017  0.05
Br: -5.877 -4.628 -0.590  0.62
C: -7.550 -3.908 0.076  -0.71
C: -7.842 -2.538 -0.480  -0.69
Br: -6.713 -1.185 0.329  0.64
H: -7.470 -3.894 1.159  0.05
H: -8.324 -4.610 -0.226  0.06
H: -8.868 -2.253 -0.260  0.06
H: -7.668 -2.488 -1.550  0.05

The total energy comes out at -1729259.997 eV. The net charge is -1. As for the highest occupied orbital energy: -4.68 eV. For the orbital gap, the calculation gives 5.899 eV.


The following is a DFT calculation (the ωB97M-V functional and the def2-TZVPD basis) of one molecule with the formula C3H3N3O at a distorted geometry.

Last column: natural (NBO) charge in e.
Geometry (Å):
C: 0.649 -0.262 -0.978  -0.24
N: -0.875 -0.635 -0.873  -0.61
C: -0.817 0.064 0.429  0.26
N: -1.255 0.447 1.657  -0.12
O: -0.204 1.271 2.059  -0.13
N: 0.851 1.295 1.294  -0.05
C: 0.483 0.534 0.303  0.03
H: 0.867 -0.027 -2.043  0.23
H: 1.423 -1.034 -0.723  0.21
H: -1.122 -1.655 -1.125  0.41

The total energy comes out at -9671.627 eV. As for the highest occupied orbital energy: -9.93 eV. For the orbital gap, the calculation gives 10.550 eV. As for the energy above the lowest of the compared OMol25 structures with the same formula, charge and spin: 134.4 kcal/mol.